ORCA calculation (ωB97M-V/def2-TZVPD) on a structure of composition C45H86Br19N2O3Si2.

Geometry as XYZ:
```
157
Properties=species:S:1:pos:R:3:forces:R:3:mulliken_charge:R:1
C 3.1156 1.2905 6.1954 0.171 0.559 0.034 -0.548
C 2.5469 2.8433 5.9741 1.170 0.185 0.827 0.169
C 1.3220 3.1956 7.0052 0.131 0.048 -0.037 -0.726
C -0.1751 2.7922 6.4724 -0.197 -0.142 0.507 -0.480
C -0.2093 1.9523 5.0638 -0.670 -0.061 -0.340 0.180
C -1.6737 1.1729 4.8611 0.981 0.523 -0.161 -0.487
C -1.6265 -0.1470 5.8375 -1.009 -0.016 -0.232 -0.534
C -1.7860 -1.5826 5.0603 0.013 -0.172 -0.100 -1.014
C -0.8098 -1.7648 3.7558 0.117 -0.799 -0.665 0.711
C 0.4432 -2.8084 3.9709 0.318 1.112 -0.591 0.143
C 1.7276 -1.9984 4.6187 0.018 -0.707 -0.118 -0.112
C 2.9497 -1.7297 3.5218 -0.407 -0.210 0.721 -0.794
C 2.4861 -0.7583 2.2713 0.566 -0.538 0.408 1.220
C 3.7606 -0.2309 1.3408 -0.011 -0.001 0.623 -0.541
C 4.0156 1.3892 1.5096 0.039 0.280 0.080 0.945
C 4.4447 2.1343 0.0775 -0.590 -0.927 1.097 -0.961
C 3.1300 2.1042 -0.9563 1.850 0.045 0.490 0.643
C 2.8199 3.6084 -1.5173 0.076 -0.433 -1.175 -0.068
Si 0.9190 4.1019 -1.4309 1.340 0.608 -1.154 -0.232
C -0.1120 2.4813 -1.4939 -1.067 -1.352 0.330 -0.327
C -0.4845 1.8545 0.0068 1.758 -1.069 -0.704 -0.026
C -0.3000 0.2024 -0.1758 -0.579 0.350 -1.130 -0.231
N -1.2141 -0.6035 0.7207 0.844 -1.254 -1.341 -0.318
O 0.6893 5.1694 -2.8416 -2.396 -1.448 1.971 -0.171
Si -1.0027 5.5499 -3.0954 1.700 1.311 -0.333 0.383
Br -1.8229 4.4399 -4.9726 0.462 0.378 0.837 -0.444
C -1.3107 7.4605 -3.1684 -0.075 7.047 -1.677 0.559
O -2.3358 8.0263 -2.4799 4.728 -3.512 -2.878 -0.623
O -0.3975 8.2750 -4.0282 -4.408 -4.876 4.329 -0.712
C 0.7358 5.0325 0.2617 -0.750 3.171 5.530 0.992
C -0.4908 5.9976 0.7183 3.093 -0.832 2.008 -0.322
C -0.4414 6.7242 2.1461 0.225 -0.491 -0.607 -0.285
N 0.5484 6.6757 3.2580 0.373 -3.959 -6.942 -0.530
C 1.6250 5.7494 2.8108 -0.106 -0.349 -0.854 -0.190
C 1.8494 4.9412 1.4457 -3.228 2.000 0.143 0.317
H 2.8421 0.5748 5.3029 0.527 1.412 1.898 -0.234
H 4.2959 1.3236 6.3117 -2.485 -0.141 -0.368 0.219
H 2.6785 0.8934 7.2132 0.803 0.559 -2.115 0.294
H 2.3271 3.0940 4.8457 0.215 -0.620 2.293 -0.140
H 3.4576 3.5434 6.2872 -1.969 -1.369 -0.721 0.298
H 1.5141 2.6170 8.0221 -0.228 1.254 -2.096 0.258
H 1.3476 4.3502 7.2508 -0.047 -2.334 -0.527 0.282
H -0.6767 2.1371 7.3303 0.903 1.342 -1.910 0.159
H -0.8077 3.8010 6.3965 1.231 -2.364 -0.112 0.293
H -0.0049 2.6873 4.1727 -0.409 -1.371 1.650 0.200
H 0.6004 1.0864 5.0052 -1.513 1.984 0.326 -0.202
H -2.5554 1.9115 5.1354 1.803 -1.583 -0.449 0.402
H -1.7891 0.9060 3.7108 0.215 0.367 2.465 0.129
H -2.5427 -0.0301 6.5938 2.210 -0.466 -1.356 0.282
H -0.6016 -0.1617 6.4092 -2.063 0.092 -0.922 0.259
H -2.8981 -1.7573 4.6808 2.284 0.565 0.972 0.300
H -1.5382 -2.4450 5.8356 -0.567 1.718 -1.573 0.266
H -1.4739 -2.2013 2.8673 1.299 1.052 1.957 0.215
H -0.3450 -0.7620 3.3483 -1.146 -1.880 0.925 -0.382
H 0.0932 -3.7243 4.6230 0.827 1.728 -1.361 0.267
H 0.7845 -3.1384 2.8779 -0.636 0.490 2.973 -0.580
H 1.3115 -0.9877 5.0462 1.042 -1.921 -0.647 -0.322
H 2.1916 -2.6651 5.4818 -0.925 1.597 -1.605 0.269
H 3.2811 -2.7963 3.1326 -0.563 2.210 0.647 0.171
H 3.8457 -1.2727 4.1593 -1.760 -0.786 -1.607 0.330
H 1.9103 0.1541 2.7672 1.007 -1.843 -1.351 -0.392
H 1.8046 -1.4177 1.5754 0.971 1.471 1.496 -0.417
H 3.5744 -0.5158 0.2011 0.437 0.637 2.453 0.249
H 4.7270 -0.8000 1.7459 -1.993 1.170 -1.133 0.366
H 4.8339 1.5524 2.3518 -1.641 -0.296 -1.824 -0.744
H 3.0328 1.9137 1.9262 1.916 -1.105 -0.963 -0.052
H 4.7829 3.2264 0.3312 -0.609 -1.998 -0.651 0.269
H 5.3433 1.5211 -0.3563 -1.593 1.320 0.671 0.377
H 2.2693 1.6019 -0.3454 1.454 1.008 -1.363 -0.723
H 3.4684 1.4076 -1.8557 -1.097 1.390 1.851 0.169
H 3.0692 3.5951 -2.6835 -0.593 -0.033 2.819 -0.339
H 3.4899 4.4579 -1.0512 -1.222 -1.845 -0.826 0.479
H 0.5465 1.6655 -2.0451 -1.269 1.727 0.989 0.296
H -1.1284 2.5428 -2.0675 1.930 0.038 0.833 0.308
H 0.3805 2.1752 0.7589 -2.188 -0.442 -1.241 -0.193
H -1.5550 2.1499 0.3783 2.205 -0.606 -0.691 0.318
H -0.5849 -0.0881 -1.2932 0.803 0.894 2.068 0.297
H 0.8071 -0.1444 -0.0180 -1.966 0.978 -0.228 -0.086
H -1.9528 -1.0049 0.0729 1.041 0.641 1.260 0.283
H -0.6406 -1.4563 0.9874 -1.173 1.495 -0.303 -0.146
H -1.7603 5.0538 -1.9389 -0.076 -0.456 0.030 -0.220
H -1.4123 6.1655 0.0028 2.065 -0.153 1.710 0.084
H -1.3666 7.4453 2.3797 2.259 -1.779 -0.604 0.288
H 2.4754 5.5901 3.6375 -2.031 0.415 -2.000 0.109
H 2.8137 4.2812 1.2963 -2.124 1.544 0.513 -0.336
Br 6.9309 1.4418 4.2183 0.013 0.052 -0.054 -0.147
C 7.4914 2.9685 3.1411 0.229 -0.161 0.063 -0.362
C 7.2891 4.2672 3.8870 -0.117 0.250 -0.141 -0.612
Br 5.4100 4.7914 3.8912 0.107 -0.081 0.055 -0.040
H 6.9361 2.9162 2.2003 0.048 0.092 0.250 0.086
H 8.5533 2.8002 2.9408 -0.177 0.085 0.053 0.385
H 7.8101 5.0858 3.3827 -0.055 -0.196 0.041 0.343
H 7.6113 4.2240 4.9308 -0.068 -0.105 -0.279 0.362
Br 3.8065 5.3883 -4.0956 0.357 0.443 -0.495 0.029
C 5.5336 5.1802 -4.9780 -0.405 0.180 -0.049 -0.623
C 5.9584 3.7303 -5.0124 0.307 0.008 -0.097 -0.576
Br 6.6279 3.1513 -3.2739 -0.128 -0.062 -0.024 -0.155
H 6.2406 5.8282 -4.4524 -0.090 -0.278 -0.130 0.343
H 5.3824 5.5618 -5.9918 0.096 -0.144 0.131 0.332
H 6.7979 3.5914 -5.6994 -0.141 0.049 0.103 0.358
H 5.1508 3.0468 -5.2877 0.123 0.265 0.107 0.361
Br -0.3754 -3.9152 1.0433 -0.107 -0.587 -0.744 -0.027
C 0.4801 -4.8171 -0.4599 -0.250 -0.114 -0.035 -0.585
C 1.6054 -5.7109 0.0078 0.059 -0.020 -0.059 -0.194
Br 3.1922 -4.6686 0.4566 -0.074 0.008 0.090 -0.137
H 0.8037 -4.0388 -1.1567 0.012 -0.212 0.197 0.411
H -0.3137 -5.4082 -0.9256 0.188 0.034 0.063 0.323
H 1.9247 -6.3802 -0.7960 -0.262 0.190 0.242 0.103
H 1.3519 -6.3035 0.8907 0.006 0.235 -0.209 0.175
Br -5.3009 5.0608 -2.0125 0.113 -0.099 -0.122 -0.122
C -5.3071 3.6784 -3.3887 -0.136 0.215 0.064 -0.280
C -5.9137 2.3947 -2.8709 0.069 -0.176 -0.219 -0.485
Br -4.6594 1.4351 -1.7257 -0.046 0.022 0.071 -0.161
H -4.2748 3.5644 -3.7312 -0.256 -0.031 0.118 0.155
H -5.9117 4.0900 -4.2020 0.069 -0.156 0.128 0.265
H -6.1252 1.7087 -3.6960 0.026 0.144 0.129 0.182
H -6.8255 2.5487 -2.2878 0.257 0.031 -0.140 0.399
Br 1.0903 -8.6215 3.1895 -0.114 0.069 -0.043 -0.162
C -0.5352 -9.4666 2.5196 0.124 -0.096 0.172 -0.577
C -0.3702 -9.9061 1.0831 -0.221 -0.009 -0.031 -0.238
Br -0.4982 -8.3888 -0.1365 -0.005 -0.234 0.002 -0.051
H -1.3498 -8.7515 2.6648 0.213 -0.169 -0.143 0.363
H -0.6954 -10.3304 3.1711 0.026 0.106 -0.181 0.383
H -1.1844 -10.5746 0.7892 0.208 0.146 0.092 -0.064
H 0.5870 -10.3955 0.8850 -0.228 0.167 0.132 0.337
Br 1.0866 -8.6527 -3.8407 0.044 0.136 0.047 -0.102
C 2.5629 -7.6591 -4.6397 -0.102 -0.201 -0.223 -0.600
C 3.8542 -7.9055 -3.8941 0.194 0.198 0.072 -0.573
Br 3.9060 -6.8986 -2.2240 0.256 -0.201 -0.285 -0.070
H 2.2658 -6.6068 -4.6590 0.162 -0.260 0.083 0.349
H 2.6331 -8.0310 -5.6658 0.053 0.067 0.190 0.356
H 4.7078 -7.5398 -4.4716 -0.195 -0.057 0.040 0.322
H 4.0155 -8.9562 -3.6390 -0.152 0.240 -0.115 0.352
Br -8.7541 2.7550 -5.1272 0.029 -0.009 -0.095 -0.141
C -8.7604 1.3726 -6.5034 -0.193 0.151 -0.076 -0.191
C -9.3670 0.0890 -5.9856 0.112 -0.232 -0.081 -0.596
Br -8.1127 -0.8707 -4.8404 -0.103 0.080 0.030 -0.152
H -7.7281 1.2587 -6.8459 -0.269 -0.061 0.130 0.445
H -9.3649 1.7842 -7.3167 0.109 -0.160 0.172 -0.101
H -9.5785 -0.5970 -6.8107 0.045 0.189 0.092 0.360
H -10.2788 0.2429 -5.4025 0.256 0.072 -0.153 0.362
Br -9.7777 2.7826 -9.9100 -0.083 0.087 -0.145 -0.149
C -9.9984 4.6954 -9.5976 0.263 0.024 0.025 -0.559
C -10.7021 4.9571 -8.2860 -0.150 0.219 0.018 -0.304
Br -12.6187 4.6261 -8.4370 0.100 -0.069 0.058 -0.123
H -10.5283 5.1012 -10.4639 0.055 -0.118 0.293 0.385
H -8.9821 5.0989 -9.5771 -0.196 -0.060 0.066 0.348
H -10.6182 6.0114 -8.0079 0.051 -0.198 -0.092 0.347
H -10.3345 4.3373 -7.4638 -0.021 0.127 -0.234 0.068
Br -2.9159 -11.7310 -0.9698 -0.021 -0.027 -0.181 -0.130
C -2.0604 -12.6329 -2.4731 -0.237 -0.071 0.019 -0.530
C -0.9350 -13.5267 -2.0054 0.231 -0.041 -0.155 -0.583
Br 0.6518 -12.4844 -1.5565 -0.104 -0.060 0.047 -0.125
H -1.7367 -11.8546 -3.1699 0.023 -0.217 0.222 0.341
H -2.8541 -13.2240 -2.9387 0.177 0.056 0.096 0.332
H -0.6158 -14.1961 -2.8092 -0.114 0.140 0.107 0.348
H -1.1885 -14.1193 -1.1224 -0.031 0.211 -0.223 0.357
```
Forces are in eV/Å.

charge	-1
HOMO-LUMO gap	5.62	eV
E_tot	-1403736.417	eV
spin multiplicity	1
HOMO	-4.60	eV